The following is a DFT calculation (ωB97M-V/def2-TZVPD) of a 8-piece molecular cluster, C28H78F9N6O8P overall in a non-equilibrium geometry.

Geometry as ORCA input:
```
! wB97M-V def2-TZVPD RIJCOSX def2/J DEFGRID3
* xyz 4 1
C 16.223 16.516 19.954
P 9.843 12.764 14.715
H 11.377 6.226 8.689
O 13.577 14.377 18.175
N 17.294 6.737 20.325
F 8.943 13.476 15.920
C 15.822 13.608 17.245
H 16.445 6.823 18.402
H 12.680 5.263 11.140
H 17.470 16.213 10.245
H 14.760 6.230 20.347
C 9.767 12.286 19.572
H 7.413 14.196 10.080
H 16.709 15.824 11.732
H 9.368 10.645 11.348
O 14.001 12.112 17.521
H 10.511 15.242 11.640
H 15.173 7.911 20.969
H 17.647 15.735 21.985
H 21.779 16.645 14.698
H 8.268 11.979 21.053
C 16.154 16.892 24.161
C 14.633 6.484 12.598
H 15.592 17.374 20.255
C 18.078 9.820 17.427
H 18.255 6.711 19.922
N 10.340 13.276 18.638
H 11.420 12.222 20.883
C 17.259 16.603 11.215
C 16.284 7.349 19.309
N 14.452 15.061 20.915
H 21.759 15.100 13.776
H 15.596 17.780 24.404
H 13.970 13.814 16.334
C 21.148 15.934 14.136
H 14.361 14.352 21.600
F 16.259 12.752 16.294
C 16.580 15.607 22.203
F 8.870 11.541 14.606
H 13.866 3.782 9.030
C 8.808 12.841 20.631
H 11.603 4.434 8.887
H 16.380 14.485 20.358
H 9.531 14.437 8.888
H 17.229 16.985 24.436
C 10.565 15.311 10.528
H 6.378 15.027 20.766
O 17.967 8.672 18.286
F 10.855 14.073 14.944
H 7.917 10.218 10.594
H 10.280 12.844 11.426
H 9.480 10.267 9.636
H 7.838 15.198 21.781
O 8.625 12.156 10.154
H 18.137 17.773 12.815
H 17.281 7.387 21.137
O 7.953 13.795 20.104
H 16.524 17.380 11.017
H 12.090 5.324 7.452
H 10.596 12.868 17.778
H 15.708 16.023 24.599
C 14.256 13.474 17.302
H 11.670 11.166 19.509
C 7.261 14.522 21.189
H 14.161 7.585 19.461
C 19.493 16.079 12.390
H 6.814 13.743 21.830
C 10.907 11.521 20.201
H 13.100 9.367 15.744
H 14.226 5.891 13.389
N 8.187 14.659 10.548
H 8.191 14.521 11.602
H 17.952 9.502 16.391
H 14.285 11.475 15.538
H 16.002 9.253 18.334
H 17.264 16.801 19.949
H 20.317 15.612 14.761
H 9.203 11.607 18.887
H 18.832 18.730 10.378
H 12.813 6.992 10.878
H 16.327 14.766 22.966
F 10.818 12.176 13.596
N 19.342 18.121 11.077
H 15.161 4.662 9.540
H 19.987 18.724 11.656
H 19.020 15.436 13.096
H 19.975 17.527 10.504
C 15.030 7.262 20.070
C 13.305 9.939 16.693
C 18.476 17.166 11.959
H 10.729 12.480 9.776
H 12.545 9.739 17.464
H 11.608 15.034 10.386
H 14.599 4.807 7.945
H 14.071 14.449 19.058
H 19.755 15.467 11.489
H 14.139 7.501 12.566
H 10.491 10.731 20.817
H 10.386 16.339 10.271
C 15.894 15.320 20.828
H 16.045 16.259 18.898
H 17.020 5.797 20.684
H 9.609 13.981 18.406
H 17.249 10.525 17.647
H 19.066 10.303 17.600
H 11.119 13.796 18.989
C 8.858 10.739 10.429
C 13.362 5.806 9.181
H 14.034 15.911 21.309
F 16.485 13.436 18.395
F 16.271 14.879 16.841
H 9.395 13.268 21.439
H 12.657 11.865 16.066
O 14.590 5.890 11.327
H 16.833 9.278 19.865
O 20.567 16.691 13.028
C 16.749 8.735 18.922
C 9.881 12.908 10.371
C 12.067 5.398 8.520
H 14.177 9.428 17.025
F 10.693 12.024 16.020
F 9.031 13.481 13.507
O 16.058 16.757 22.753
H 15.690 6.603 12.852
C 13.322 6.045 10.726
N 14.335 4.684 8.938
H 8.017 15.621 10.332
H 13.688 6.730 8.681
C 9.592 14.317 9.946
C 13.597 11.422 16.379
*
```

HOMO-LUMO gap (eV): 8.279
Energy above the lowest of the compared OMol25 structures with the same formula, charge and spin (eV): 0.000
E_HOMO (Ha): -0.5537
E (Ha): -3283.114876